Record 1
Entry from OMol25: a cluster of 2 separate species, C2H3O3S2 in total (the ωB97M-V functional and the def2-TZVPD basis).

spin multiplicity	1
frontier orbital gap	7.82	eV
total charge	-1
highest occupied orbital energy	-0.1695	Eh

Geometry as XYZ:
```
10
C2H3O3S2 (the ωB97M-V functional and the def2-TZVPD basis)
S -1.1087 -2.0892 -0.2421
S 4.1501 -0.9761 0.5826
O 0.0113 -2.5024 0.6060
O -2.3340 -1.4718 0.8907
O -0.7252 -0.8311 -0.9782
C 1.6829 0.2697 -0.1227
C 2.7776 -0.2935 0.2164
H -2.0995 -0.5576 1.0591
H 1.4857 1.3262 -0.1035
H 0.7901 -0.3241 -0.4528
```

These are the Löwdin partial charges, in e, on atoms 1 to 6: S 0.666; S 0.616; O -0.527; O -0.384; O -0.575; C -0.080


Record 2
Entry from OMol25: a structure of composition C2H3O3S2 (the ωB97M-V functional and the def2-TZVPD basis).

spin multiplicity	1
frontier orbital gap	7.97	eV
total charge	-1
highest occupied orbital energy	-0.1845	Eh

Geometry as XYZ:
```
10
C2H3O3S2 (the ωB97M-V functional and the def2-TZVPD basis)
S -0.2156 1.8981 -0.7297
S -2.1726 1.4258 0.0585
O 2.7690 1.7149 0.8935
O 2.6924 0.3498 -0.9325
O 0.2591 -0.8686 -0.2841
C 0.7657 0.8625 0.2442
C 2.3155 1.0018 0.0434
H 1.2485 -0.9372 -0.4753
H -2.1679 0.1732 -0.2352
H 0.4467 0.9202 1.2490
```

These are the Löwdin partial charges, in e, on atoms 1 to 6: S 0.528; S 0.315; O 0.013; O -0.039; O -0.276; C -0.511


Record 3
Entry from OMol25: the ion C2H3O3Si with charge -1 (the ωB97M-V functional and the def2-TZVPD basis).

spin multiplicity	1
frontier orbital gap	5.94	eV
total charge	-1
highest occupied orbital energy	-0.0800	Eh
SMILES	O=C=C([O-])O[SiH3]

Geometry as XYZ:
```
9
C2H3O3Si (the ωB97M-V functional and the def2-TZVPD basis)
Si -0.7638 -1.0953 0.3651
O -0.7067 0.0224 -0.7520
O 0.6280 1.1776 -2.2149
O 1.4697 1.6716 1.1302
C 0.3372 0.9719 -1.0059
C 1.1205 1.0259 0.1431
H 0.6203 -1.8594 0.3710
H -2.2720 -1.4063 0.2598
H -0.4330 -0.5084 1.7037
```

These are the Löwdin partial charges, in e, on atoms 1 to 6: Si 0.455; O -0.331; O -0.080; O -0.059; C -0.579; C -0.233


Record 4
Entry from OMol25: a cluster of 2 separate species, C2H3OPS2 in total (the ωB97M-V functional and the def2-TZVPD basis).

spin multiplicity	1
frontier orbital gap (alpha / beta)	8.04 / 8.04	eV
highest occupied orbital energy (alpha / beta)	-0.3375 / -0.3374	Eh

Geometry as XYZ:
```
9
C2H3OPS2 (the ωB97M-V functional and the def2-TZVPD basis)
S 1.6147 -1.1086 -0.0788
S 1.6294 1.0899 -0.3727
P 1.3573 -1.1836 1.9416
O 1.1987 -2.5664 2.4022
C 0.2943 1.8820 -0.6944
C -1.4572 0.5528 -0.8477
H -1.4404 0.5097 0.2444
H -0.9929 -0.2693 -1.1571
H -2.2040 1.0936 -1.4375
```

These are the Löwdin partial charges, in e, on atoms 1 to 6: S 0.130; S 0.429; P 0.405; O -0.559; C -0.452; C 0.058


Energy relative to the best compared isomer or geometry (same formula, charge and spin)? In order: 206.0 190.7 137.7 375.4 kJ/mol.
Largest force on an atom? In order: 1.07 4.60 2.60 5.85 eV/A.